Below is a single C3H7N3O molecule in a non-equilibrium geometry, with properties calculated with the ωB97M-V functional and the def2-TZVPD basis.

Output
Kohn-Sham gap (spin up / spin down) in Ha: 0.266 / 0.266
Charge: 0
2S+1: 1

Geometry (Å):
1 O 2.435 0.301 0.136
2 N 1.147 0.006 0.751
3 N -1.630 1.533 0.787
4 N 0.456 -0.232 -1.598
5 C -1.092 -1.143 0.529
6 C 0.215 -0.035 -0.237
7 C -0.755 0.910 0.201
8 H 3.020 0.247 0.899
9 H -2.069 -1.029 0.068
10 H -1.091 -1.060 1.610
11 H 1.404 -0.551 -1.752
12 H -1.697 2.530 0.588
13 H -0.570 -2.035 0.202
14 H 0.225 0.558 -2.184

Below is a single C3H7N3O molecule in a non-equilibrium geometry, with properties calculated with the ωB97M-V functional and the def2-TZVPD basis.

Output
Kohn-Sham gap in Ha: 0.379
Charge: 0
2S+1: 1

Geometry (Å):
1 O -1.090 1.351 -0.979
2 N 1.529 1.725 2.059
3 N 0.370 0.437 0.550
4 N -0.860 -0.752 -1.138
5 C 0.689 1.668 1.113
6 C -0.408 -2.121 -0.880
7 C -0.506 0.350 -0.490
8 H 0.145 2.497 0.649
9 H -1.486 0.046 -1.723
10 H 0.824 -0.381 0.933
11 H 1.647 2.689 2.365
12 H -0.753 -2.777 -1.677
13 H 0.693 -2.205 -0.853
14 H -0.794 -2.528 0.071

Below is a single C3H7N3O molecule in a non-equilibrium geometry, with properties calculated with the ωB97M-V functional and the def2-TZVPD basis.

Output
Kohn-Sham gap in Ha: 0.298
Charge: 0
2S+1: 1

Geometry (Å):
1 O 0.002 1.521 -1.224
2 N -0.766 -0.154 0.128
3 N -2.950 -1.012 0.013
4 N 1.494 0.739 0.385
5 C 2.448 -0.504 0.399
6 C 0.182 0.752 -0.314
7 C -2.070 -0.208 -0.421
8 H 1.435 1.100 1.332
9 H 2.090 -1.175 1.179
10 H -3.815 -0.882 -0.518
11 H -0.552 -0.796 0.883
12 H 2.453 1.025 -0.016
13 H -2.224 0.508 -1.230
14 H 2.272 -0.915 -0.597

Below is a single C3H7N3O molecule in a non-equilibrium geometry, with properties calculated with the ωB97M-V functional and the def2-TZVPD basis.

Output
Kohn-Sham gap in Ha: 0.367
Charge: 0
2S+1: 1

Geometry (Å):
1 O -2.607 0.331 2.802
2 N -2.003 0.068 1.611
3 N -0.481 -1.109 0.359
4 N 0.503 -0.191 -1.594
5 C 0.247 -0.184 -0.093
6 C 1.743 0.563 -2.021
7 C -1.111 -0.890 1.600
8 H 2.024 0.843 -3.169
9 H 0.525 0.851 0.466
10 H 1.729 1.509 -1.347
11 H -2.960 1.167 2.658
12 H 2.722 -0.016 -1.725
13 H -0.757 -1.741 2.424
14 H 0.428 -1.203 -1.973

Below is a single C3H7N3O molecule, with properties calculated with the ωB97M-V functional and the def2-TZVPD basis.

Output
Kohn-Sham gap in Ha: 0.338
Charge: 0
2S+1: 1

Geometry (Å):
1 O -0.723 1.442 -0.579
2 N 1.133 -0.001 -0.190
3 N -0.729 -0.191 1.160
4 N 3.116 -0.102 -1.362
5 C 1.979 0.446 -1.198
6 C -0.016 0.584 -0.092
7 C -2.046 -0.744 0.799
8 H -1.899 -1.459 -0.013
9 H -2.668 0.080 0.448
10 H -2.501 -1.241 1.657
11 H -0.034 -0.902 1.396
12 H 1.602 1.273 -1.819
13 H 3.596 0.347 -2.142
14 H -0.810 0.468 1.935

Below is a single C3H7N3O molecule in a non-equilibrium geometry, with properties calculated with the ωB97M-V functional and the def2-TZVPD basis.

Output
Kohn-Sham gap in Ha: 0.284
Charge: 0
2S+1: 1

Geometry (Å):
1 O -2.033 -1.771 -0.400
2 N 0.282 -1.503 0.435
3 N -1.008 1.358 -0.985
4 N 0.903 -0.096 -0.247
5 C 1.595 0.821 0.645
6 C -0.911 -1.045 -0.147
7 C -0.457 0.169 -0.541
8 H 0.634 -2.369 0.006
9 H 2.429 0.280 1.093
10 H -0.384 2.150 -1.043
11 H -1.899 1.598 -0.576
12 H 2.010 1.636 0.048
13 H -2.120 -2.455 0.273
14 H 0.959 1.227 1.439

Below is a single C3H7N3O molecule in a non-equilibrium geometry, with properties calculated with the ωB97M-V functional and the def2-TZVPD basis.

Output
Kohn-Sham gap in Ha: 0.334
Charge: 0
2S+1: 1

Geometry (Å):
1 O 0.272 -0.840 -1.073
2 N -0.431 0.224 -0.318
3 N 0.577 -1.858 1.348
4 N 0.247 -0.603 2.068
5 C -0.188 1.788 -2.177
6 C -0.478 1.436 -0.899
7 C -0.121 0.321 1.123
8 H -0.574 2.164 -0.205
9 H -0.627 1.279 1.444
10 H -0.404 -2.453 1.287
11 H -0.325 2.883 -2.569
12 H 0.059 1.041 -2.893
13 H 0.439 -1.528 -0.325
14 H 1.217 -2.266 1.874

Below is a single C3H7N3O molecule in a non-equilibrium geometry, with properties calculated with the ωB97M-V functional and the def2-TZVPD basis.

Output
Kohn-Sham gap in Ha: 0.357
Charge: 0
2S+1: 1

Geometry (Å):
1 O -0.801 -0.647 -0.691
2 N 0.399 -0.037 -0.245
3 N -0.706 1.935 -0.469
4 N 2.683 -0.291 0.140
5 C 1.682 -0.747 -0.627
6 C 0.211 1.196 0.036
7 C -1.723 -1.091 0.226
8 H -0.633 2.980 -0.225
9 H 1.605 -1.490 -1.379
10 H 1.216 1.449 0.665
11 H -1.601 -2.114 0.870
12 H 2.145 0.517 0.947
13 H -2.587 -1.338 -0.295
14 H -1.891 -0.324 1.048

Below is C3H7N3O as an isolated structure in a non-equilibrium geometry, with properties calculated with the ωB97M-V functional and the def2-TZVPD basis.

Output
Kohn-Sham gap in Ha: 0.338
Charge: 0
2S+1: 1

Geometry (Å):
1 O -0.250 -0.219 2.694
2 N -1.093 -0.879 0.469
3 N 0.800 0.027 0.315
4 N 1.613 1.130 0.089
5 C -0.101 -0.923 1.727
6 C -0.678 0.337 -1.707
7 C -0.296 -0.182 -0.363
8 H -1.676 -1.632 0.122
9 H -1.101 -0.470 -2.307
10 H -1.432 1.120 -1.613
11 H 0.281 -1.958 1.771
12 H 0.196 0.740 -2.216
13 H 2.526 0.951 0.488
14 H 1.212 1.958 0.529

Below is C3H7N3O2 as an isolated structure in a non-equilibrium geometry, with properties calculated with the ωB97M-V functional and the def2-TZVPD basis.

Output
Kohn-Sham gap in Ha: 0.281
Charge: 0
2S+1: 1

Geometry (Å):
1 O -0.417 2.300 0.403
2 O 0.749 -0.834 -0.853
3 N 2.536 0.205 0.339
4 N -0.942 -2.039 0.031
5 N -1.421 0.122 -0.749
6 C -0.403 0.983 0.625
7 C 1.558 0.335 -0.440
8 C -0.532 -0.843 -0.473
9 H -0.961 0.701 1.532
10 H -1.068 0.746 -1.467
11 H -0.332 -2.839 -0.019
12 H -1.933 -2.177 0.142
13 H 2.435 -0.579 0.980
14 H -0.779 2.809 1.147
15 H 1.511 1.111 -1.197

Below is a single C3H7N3O2 molecule in a non-equilibrium geometry, with properties calculated with the ωB97M-V functional and the def2-TZVPD basis.

Output
Kohn-Sham gap in Ha: 0.369
Charge: 0
2S+1: 1

Geometry (Å):
1 O -3.083 0.732 -0.158
2 O 1.367 1.522 0.013
3 N 0.974 -0.821 -0.152
4 N -2.499 -0.376 0.380
5 N -0.396 -1.132 -0.117
6 C -1.104 -0.155 0.218
7 C 3.050 -0.146 0.085
8 C 1.648 0.319 -0.091
9 H 3.476 -0.231 1.306
10 H -2.721 0.719 -1.146
11 H -2.723 -1.155 -0.218
12 H -0.982 0.960 0.409
13 H 3.840 0.620 -0.380
14 H 1.487 -1.614 -0.305
15 H 3.231 -1.131 -0.562

Below is a 2-piece molecular cluster, C3H7N3O2 overall in a non-equilibrium geometry, with properties calculated with the ωB97M-V functional and the def2-TZVPD basis.

Output
Kohn-Sham gap in Ha: 0.326
Charge: 0
2S+1: 1

Geometry (Å):
1 O -0.917 -0.646 1.020
2 O -2.419 -1.524 -0.448
3 N -0.429 0.451 -1.801
4 N -0.215 -2.137 -0.529
5 N 0.358 1.054 -1.042
6 C 1.029 1.115 -0.073
7 C 1.366 1.682 1.212
8 C -1.264 -1.327 -0.159
9 H -0.427 0.763 -2.767
10 H -0.358 -2.631 -1.395
11 H 1.139 0.914 1.971
12 H -1.722 -0.220 1.348
13 H 0.651 -2.010 -0.032
14 H 0.782 2.578 1.423
15 H 2.427 1.939 1.271

What did we get for energy? Answer: -9736.02707; -9741.35138; -9738.69919; -9738.16215; -9741.45769; -9738.94218; -9737.00912; -9736.17391; -9739.99344; -11784.87027; -11785.37339; -11787.27875 eV, in the order shown.
What did we get for energy above the lowest of the compared OMol25 structures with the same formula, charge and spin? Answer: 7.006; 1.682; 4.334; 4.871; 1.576; 4.091; 6.024; 6.859; 3.040; 6.443; 5.940; 4.034 eV, in the order shown.